## i
Below is the molecule C7H10N2S, with properties calculated with ωB97M-V with the def2-TZVPD basis set.

Cartesian coordinates (Å):
C (-3.02071, 0.53312, -1.13338)
N (-1.78648, -0.06389, -0.96301)
N (-0.76778, 0.28917, -0.41988)
S (-0.57249, 1.74617, 0.37138)
C (1.14154, 1.35214, 0.68942)
C (1.24161, 0.30833, 1.73087)
C (1.20570, -0.98541, 1.42866)
C (1.15845, -1.53974, 0.07647)
C (1.51327, -0.45395, -0.84539)
C (1.74039, 0.84826, -0.55274)
H (-3.32196, 1.47862, -0.52365)
H (-3.84813, -0.18920, -0.85877)
H (-3.09599, 0.74420, -2.29900)
H (1.67624, 2.23704, 1.07045)
H (1.17818, 0.65042, 2.70678)
H (1.21349, -1.78245, 2.06489)
H (1.81082, -2.40386, 0.12757)
H (0.14480, -1.87827, -0.19408)
H (1.82785, -0.75902, -1.86814)
H (2.05121, 1.46061, -1.39303)

Highest occupied orbital energy ... -8.18 eV
Structure (SMILES) ... C/N=N\SC1C=CCC=C1
Total charge ... 0

---

## ii
Below is a cluster of 2 separate species, C7H10N2S in total, with properties calculated with ωB97M-V with the def2-TZVPD basis set.

Cartesian coordinates (Å):
C (-2.59825, -0.93650, 0.37805)
C (-2.91116, 0.33421, 0.43824)
C (-0.79684, -0.41357, -1.12672)
C (-1.06420, 0.85670, -1.00652)
C (-1.45664, -1.50491, -0.33027)
C (-2.10267, 1.49073, -0.23362)
C (4.18945, 0.52366, 0.91187)
N (2.76076, 0.86290, 0.48508)
N (2.21635, 0.21750, -0.39145)
S (2.32403, -0.91728, -1.44153)
H (-3.23624, -1.54446, 0.90685)
H (-3.63960, 0.80409, 1.16952)
H (0.03617, -0.79474, -1.70383)
H (-0.66346, -2.07530, 0.10606)
H (-1.78429, -2.25869, -1.10432)
H (-2.97045, 2.00639, -0.87574)
H (-1.74870, 2.15406, 0.56492)
H (4.67467, -0.13974, 0.23388)
H (3.98935, -0.03599, 1.90178)
H (4.78172, 1.37094, 1.11776)

Highest occupied orbital energy (spin up / spin down) ... -7.94 / -8.28 eV
Total charge ... 0

---

The energy of each structure relative to the most stable one, in kJ/mol, is as follows: i 0.0; ii 254.2.

---

## i
Below is a cluster of 3 separate species, C3H10NO4 in total, with properties calculated with ωB97M-V with the def2-TZVPD basis set.

Cartesian coordinates (Å):
C (1.04550, -1.59303, 0.93390)
C (-0.40994, -1.11305, 1.08110)
C (-0.42858, 0.40967, 1.06089)
O (-0.56757, 0.96585, -0.08923)
O (-0.28527, 1.01850, 2.12401)
N (1.72243, -1.21788, -0.28572)
H (1.57673, -1.29301, 1.83365)
H (1.01702, -2.67920, 1.02703)
H (-1.07986, -1.60694, 0.38551)
H (-0.66308, -1.42145, 2.09647)
H (2.07914, -0.27425, -0.26563)
H (1.05893, -1.31542, -1.04562)
H (-1.67477, 0.06042, -1.06082)
H (-2.02572, -0.16420, -2.52115)
O (-2.19688, -0.54703, -1.65321)
H (0.81725, 1.01709, -1.61072)
H (0.78635, 2.46566, -1.37425)
O (1.14664, 1.83815, -2.01256)

Highest occupied orbital energy ... -4.93 eV
Total charge ... -1

---

## ii
Below is a cluster of 3 separate species, C3H10NO4 in total, with properties calculated with ωB97M-V with the def2-TZVPD basis set.

Cartesian coordinates (Å):
O (0.17708, -1.12744, 0.65225)
C (0.50377, 0.04047, 0.74371)
O (-0.04698, 0.91037, 1.40418)
C (1.70752, 0.44788, -0.40502)
C (1.27464, 1.64619, -1.23591)
N (1.75276, -0.68231, -1.35058)
H (2.60408, 0.59597, 0.17535)
H (0.41260, 2.11353, -0.66122)
H (2.11256, 2.25659, -1.52179)
H (0.84507, 1.18358, -2.11076)
H (1.98179, -1.48957, -0.77597)
H (0.74569, -0.99736, -1.67832)
H (-0.90478, -0.79284, 2.57159)
H (-2.00487, -0.85159, 1.75625)
O (-1.91263, -0.61822, 2.71503)
H (-3.36703, -0.23795, -0.38483)
H (-2.54561, -1.49385, -0.07380)
O (-3.33564, -0.90343, 0.17985)

Highest occupied orbital energy ... -3.94 eV
Total charge ... -1

---

The energy of each structure relative to the most stable one, in kJ/mol, is as follows: i 0.0; ii 184.5.

---

## i
Below is a cluster of 3 separate species, C3H10NO4 in total, with properties calculated with ωB97M-V with the def2-TZVPD basis set.

Cartesian coordinates (Å):
C (-0.44327, 1.64012, 0.50346)
N (-0.72236, 0.82515, -0.63931)
C (-1.34980, -0.44422, -0.55925)
O (-1.42908, -0.95583, 0.60406)
O (-1.69120, -0.92985, -1.65841)
C (0.70329, 2.60754, 0.23240)
H (-1.32353, 2.21192, 0.82629)
H (-0.19178, 0.96692, 1.30891)
H (-0.81961, 1.17323, -1.57292)
H (0.33979, 3.54249, -0.22260)
H (1.39723, 2.15376, -0.46440)
H (1.21756, 2.93785, 1.12521)
H (2.17371, -1.29930, 0.20728)
H (2.40602, -0.16564, -0.76761)
O (2.85276, -0.94250, -0.40801)
H (0.04085, -1.67599, 1.00812)
H (0.89141, -1.04691, 2.07797)
O (0.93145, -1.75700, 1.43070)

Highest occupied orbital energy ... -4.77 eV
Total charge ... -1

---

## ii
Below is a cluster of 3 separate species, C3H10NO4 in total, with properties calculated with ωB97M-V with the def2-TZVPD basis set.

Cartesian coordinates (Å):
C (0.90079, -1.30463, 1.00039)
C (-0.53959, -0.86827, 1.16737)
C (-0.56879, 0.72826, 1.10256)
O (-0.76185, 1.24769, -0.06667)
O (-0.46689, 1.38780, 2.12700)
N (1.59913, -0.91847, -0.21552)
H (1.53434, -0.79751, 1.74483)
H (0.98650, -2.43228, 0.96440)
H (-1.25805, -1.18819, 0.41405)
H (-1.00209, -1.08902, 2.13432)
H (1.74470, 0.08697, -0.09307)
H (1.06517, -1.01054, -1.07656)
H (-1.76454, 0.38448, -0.95544)
H (-1.86427, 0.03991, -2.44146)
O (-2.26507, -0.20807, -1.60210)
H (0.88913, 1.25408, -1.15660)
H (0.75787, 2.72232, -1.25782)
O (1.01351, 1.96547, -1.78969)

Highest occupied orbital energy ... -4.97 eV
Total charge ... -1

---

The energy of each structure relative to the most stable one, in kJ/mol, is as follows: i 0.0; ii 71.7.

---

## i
Below is a cluster of 4 separate species, C3H12O4 in total, with properties calculated with ωB97M-V with the def2-TZVPD basis set.

Cartesian coordinates (Å):
C (-0.96129, 0.34102, -0.69484)
C (-1.51343, 1.63286, -0.05410)
C (-0.81822, 1.88717, 1.22159)
O (0.42650, 2.05813, 1.22800)
H (0.12149, 0.35222, -0.76706)
H (-1.38528, -0.46179, 0.04895)
H (-1.41652, 0.22402, -1.70448)
H (-2.56951, 1.40447, 0.33673)
H (-1.43790, 2.51659, -0.68541)
H (-1.42354, 2.04485, 2.15071)
O (2.83414, 0.20603, 0.83450)
H (2.80882, 1.06842, 0.41931)
H (2.40153, 0.24566, 1.63304)
O (3.57305, -1.53471, -1.80036)
H (2.87324, -0.87032, -1.55634)
H (4.24594, -0.93324, -2.14465)
O (-2.58445, -3.00956, 0.68913)
H (-2.51944, -3.88783, 1.14867)
H (-2.65513, -3.28399, -0.30337)

Highest occupied orbital energy ... -10.13 eV
Structure (SMILES) ... CCC=O.O.O.O
Total charge ... 0

---

## ii
Below is a cluster of 3 separate species, C3H12O4 in total, with properties calculated with ωB97M-V with the def2-TZVPD basis set.

Cartesian coordinates (Å):
O (3.37456, -0.28219, -0.14281)
C (2.24836, 0.55908, -0.07073)
C (1.26298, -0.60984, -0.33957)
C (-0.15025, -0.03011, -0.25491)
O (-0.41553, 0.06633, 1.08975)
H (4.15147, 0.08544, -0.53300)
H (2.04163, 0.72425, 1.01545)
H (2.35835, 1.22668, -0.95190)
H (1.62834, -1.09731, -1.27314)
H (1.26819, -1.44967, 0.43024)
H (-0.31511, 0.81882, -0.93299)
H (-0.77779, -0.74772, -0.74527)
H (-1.01049, -0.68268, 1.60460)
O (-1.09300, 3.88828, -0.60914)
H (-2.06005, 4.03176, -0.44616)
H (-0.81827, 3.79234, 0.26440)
O (-3.52870, -3.42858, 0.68405)
H (-4.19595, -3.30769, 1.35419)
H (-3.96874, -3.55717, -0.14307)

Highest occupied orbital energy ... -9.16 eV
Structure (SMILES) ... OCCCO.O.O
Total charge ... 0

---

The energy of each structure relative to the most stable one, in kJ/mol, is as follows: i 0.0; ii 133.4.

---

## i
Below is the molecule C5H6O3, with properties calculated with ωB97M-V with the def2-TZVPD basis set.

Cartesian coordinates (Å):
C (0.04339, -0.00162, -0.16547)
C (0.05614, 1.32763, 0.61196)
C (1.09938, -1.00115, 0.30314)
C (0.01231, 0.15683, -1.56816)
C (-1.56914, -0.52571, -0.08047)
O (-2.14806, -0.01141, -1.05912)
O (0.18211, 0.13224, -2.69068)
O (-1.85008, -1.22007, 0.86391)
H (-0.15200, 1.08879, 1.65471)
H (1.03281, 1.81003, 0.54711)
H (1.14917, -1.88002, -0.33964)
H (-0.71277, 2.00802, 0.24967)
H (2.09016, -0.55133, 0.38414)
H (0.76658, -1.33224, 1.28890)

Highest occupied orbital energy ... -9.62 eV
Total charge ... 0

---

## ii
Below is the molecule C5H6O3, with properties calculated with ωB97M-V with the def2-TZVPD basis set.

Cartesian coordinates (Å):
O (-1.48255, 1.67229, 0.22046)
C (-0.78373, 1.19102, -0.71539)
C (-0.25298, -0.00749, -0.27518)
C (-1.49151, -1.04141, -0.40945)
O (-2.54958, -1.00175, 0.31008)
C (0.52357, -0.04862, 1.15798)
C (1.77592, -0.13838, 0.15910)
O (0.96799, -0.44847, -0.98336)
H (-0.89874, 1.68240, -1.77817)
H (-1.42698, -1.65197, -1.42741)
H (0.31580, -0.90264, 1.85193)
H (0.22295, 0.80948, 1.68544)
H (2.44239, 0.86242, 0.04320)
H (2.63747, -0.97689, 0.16075)

Highest occupied orbital energy ... -9.83 eV
Structure (SMILES) ... O=CC1(C=O)CCO1
Total charge ... 0

---

## iii
Below is the molecule C5H6O3, with properties calculated with ωB97M-V with the def2-TZVPD basis set.

Cartesian coordinates (Å):
C (-1.10585, 1.20100, 0.45715)
C (-1.02457, -0.12539, -0.01552)
C (-2.25581, -0.89354, 0.01801)
O (-3.36681, -0.40602, 0.01855)
O (0.02273, -0.97803, -0.41562)
C (1.24667, -0.71038, 0.18230)
C (2.24507, 0.12405, -0.60086)
O (1.34629, -0.83031, 1.36514)
H (-0.32734, 2.02086, 0.38188)
H (-2.05447, 1.48413, 0.85115)
H (-2.07530, -1.95657, -0.10583)
H (1.67127, 0.68683, -1.33368)
H (2.64082, 0.85965, 0.10775)
H (3.03732, -0.47629, -0.91042)

Highest occupied orbital energy ... -9.86 eV
Structure (SMILES) ... C=C(C=O)OC(C)=O
Total charge ... 0

---

The energy of each structure relative to the most stable one, in kJ/mol, is as follows: i 0.0; ii 303.6; iii 77.2.

---

## i
Below is the molecule C5H6O3, with properties calculated with ωB97M-V with the def2-TZVPD basis set.

Cartesian coordinates (Å):
C (-0.25233, -2.53522, -1.02795)
C (-1.13643, -1.55987, -0.96045)
O (-1.02606, -0.46980, -0.18448)
C (0.27774, -0.15973, 0.26467)
C (1.16327, 0.53171, -0.74671)
O (0.82244, 1.77484, -0.01017)
C (0.25519, 1.11439, 1.02710)
O (-0.23008, 1.58991, 1.95040)
H (0.81810, -2.45974, -0.85698)
H (-0.62933, -3.40558, -1.58174)
H (-2.09536, -1.57866, -1.51389)
H (0.56006, -1.09669, 0.93393)
H (0.76278, 0.68797, -1.78521)
H (2.20879, 0.34533, -0.58199)

Highest occupied orbital energy ... -9.63 eV
Structure (SMILES) ... C=CO[C@H]1COC1=O
Total charge ... 0

---

## ii
Below is a structure of composition C5H6O3, with properties calculated with ωB97M-V with the def2-TZVPD basis set.

Cartesian coordinates (Å):
C (-2.09569, 0.21641, -0.26163)
C (-1.52960, -0.85573, 0.13916)
C (0.63924, -0.36159, -0.18060)
C (1.16959, 1.05018, 0.34338)
C (2.09537, -0.54674, -0.26297)
H (-1.52872, 1.21251, -0.57330)
H (-3.14458, 0.09599, -0.73229)
H (-2.21871, -1.53983, 0.67932)
H (-0.22870, -0.40731, -0.94946)
H (0.92811, 1.13603, 1.35974)
H (0.86579, 1.89262, -0.37986)
O (-0.16669, -1.00551, 0.78241)
O (2.56505, 0.68073, 0.20964)
O (2.64953, -1.56777, -0.17354)

Highest occupied orbital energy ... -10.05 eV
Total charge ... 0

---

## iii
Below is a structure of composition C5H6O3, with properties calculated with ωB97M-V with the def2-TZVPD basis set.

Cartesian coordinates (Å):
C (-0.38089, 0.08246, 1.81915)
C (0.04923, 0.24212, 0.32206)
C (1.53626, 0.71691, -1.00628)
C (0.79954, -0.05269, -1.76092)
C (-0.29048, -0.24701, -0.85484)
H (-2.32122, -0.59377, 1.23565)
H (-0.08582, 0.98319, 2.45454)
H (0.44864, -0.70651, 2.22526)
H (2.46511, 1.32445, -0.98231)
H (0.89702, 0.00155, -2.81947)
H (-1.52191, -1.03031, -1.85726)
O (-1.75698, -0.05195, 2.08541)
O (1.24499, 0.71692, 0.27705)
O (-1.08348, -1.38536, -1.13803)

Highest occupied orbital energy ... -8.81 eV
Total charge ... 0

---

The energy of each structure relative to the most stable one, in kJ/mol, is as follows: i 0.0; ii 224.6; iii 156.1.